# 1
Entry from the OMol25 dataset: a molecular structure, C44H42NO3P2Sc (ωB97M-V with the def2-TZVPD basis set).

Positions of all 93 atoms, in Å:
Sc -0.252 1.472 0.419
C 3.883 -2.161 -3.497
C 2.552 -2.405 -2.772
C 2.038 -3.825 -3.103
C 1.493 -1.421 -3.233
C 1.215 -1.259 -4.590
C 0.130 -0.527 -5.037
C -0.759 0.008 -4.116
C -0.502 -0.122 -2.758
P -1.684 0.427 -1.501
C -2.033 -1.072 -0.516
C -2.721 -0.887 0.685
C -3.020 -1.968 1.503
C -2.628 -3.244 1.125
C -1.944 -3.437 -0.072
C -1.644 -2.357 -0.888
C -3.213 0.807 -2.374
C -4.012 -0.222 -2.870
C -5.166 0.087 -3.573
C -5.522 1.417 -3.781
C -4.726 2.441 -3.289
C -3.570 2.136 -2.582
C 0.666 -0.761 -2.345
O 0.937 -0.692 -0.980
C 1.936 -1.515 -0.452
C 2.110 -1.475 0.931
C 3.062 -2.293 1.525
C 3.857 -3.109 0.738
C 3.691 -3.096 -0.635
C 2.730 -2.310 -1.265
P 1.214 -0.254 1.917
C 0.868 -1.042 3.504
C 0.217 -2.276 3.513
C -0.115 -2.869 4.721
C 0.189 -2.228 5.918
C 0.828 -0.996 5.908
C 1.165 -0.397 4.701
C 2.443 1.073 2.155
C 1.767 2.328 1.798
C 2.506 3.547 1.334
C 3.984 3.406 1.510
C 4.551 2.257 1.885
C 3.774 1.027 2.125
H 3.778 -2.331 -4.569
H 4.653 -2.848 -3.146
H 4.236 -1.140 -3.341
H 1.823 -3.917 -4.170
H 1.124 -4.047 -2.546
H 2.788 -4.574 -2.840
H 1.856 -1.740 -5.319
H -0.051 -0.411 -6.099
H -1.657 0.511 -4.451
H -3.059 0.103 0.966
H -3.562 -1.817 2.428
H -2.861 -4.091 1.758
H -1.648 -4.435 -0.373
H -1.113 -2.520 -1.821
H -3.740 -1.258 -2.706
H -5.791 -0.709 -3.959
H -6.424 1.652 -4.332
H -5.001 3.474 -3.462
H -2.935 2.934 -2.213
H 3.179 -2.285 2.602
H 4.606 -3.745 1.191
H 4.321 -3.738 -1.240
H -0.015 -2.779 2.579
H -0.603 -3.836 4.733
H -0.067 -2.695 6.860
H 1.077 -0.506 6.842
H 1.687 0.553 4.694
H 0.821 2.532 2.290
H 2.071 4.509 1.571
H 4.591 4.297 1.395
H 5.626 2.215 2.019
H 4.309 0.090 2.243
C -4.056 4.408 2.937
N -3.041 3.759 2.093
C -2.840 4.341 0.763
C -2.383 2.727 2.536
O -1.520 2.067 1.887
H -4.998 4.449 2.393
H -3.740 5.421 3.181
H -4.200 3.841 3.854
H -2.695 5.414 0.870
H -3.724 4.162 0.151
H -1.965 3.926 0.288
H -2.612 2.425 3.555
C 2.635 2.024 -0.765
C 1.798 2.756 0.266
O 0.492 3.069 -0.159
H 3.460 2.651 -1.104
H 2.012 1.799 -1.631
H 3.066 1.096 -0.388

Atomic forces in eV per Å
0.1 -0.5 0.7
0.0 0.1 0.0
0.0 0.0 0.0
0.1 0.0 0.0
0.0 -0.1 0.0
-0.1 0.0 -0.1
0.0 0.0 0.0
0.0 0.0 -0.1
-0.1 0.1 0.0
-0.3 -0.5 -0.3
0.0 0.0 0.0
0.0 -0.1 0.0
0.0 0.0 0.0
0.0 0.0 0.0
0.0 0.0 0.0
0.0 -0.1 0.0
0.1 0.1 0.1
-0.1 0.0 0.0
0.0 0.0 0.0
0.0 0.0 0.0
0.0 0.0 0.0
0.0 0.1 -0.1
0.2 0.1 0.1
-0.1 0.0 0.1
0.0 0.1 -0.1
-0.2 0.0 0.0
0.1 -0.1 0.0
0.0 0.0 0.0
0.1 -0.1 0.1
0.0 0.0 -0.1
0.4 -0.3 0.2
-0.1 0.0 0.0
0.0 0.0 0.0
0.0 0.0 0.0
0.0 0.0 0.0
0.0 0.0 0.0
0.1 0.0 0.0
-0.2 0.1 0.0
-0.2 -0.3 -0.2
0.0 0.0 0.0
-0.1 0.2 0.0
0.0 -0.2 0.1
0.4 0.1 0.0
0.0 0.0 0.1
0.0 0.0 0.0
0.0 0.0 0.0
0.0 0.0 0.1
0.0 0.0 0.0
-0.1 0.1 0.0
0.0 0.0 0.0
0.0 0.0 0.1
0.0 0.0 0.0
0.0 0.1 0.0
0.0 0.0 0.0
0.0 0.0 0.0
0.0 0.0 0.0
-0.1 0.0 0.1
0.0 0.0 0.0
0.0 0.0 0.0
0.0 0.0 0.0
0.0 0.0 0.0
0.0 0.0 0.0
0.0 0.0 0.0
0.0 0.0 0.0
0.0 0.0 0.0
0.0 0.0 0.0
0.0 0.0 0.0
0.0 0.0 0.0
0.0 0.0 -0.1
0.0 0.0 0.0
-0.1 0.0 0.1
0.0 0.0 0.0
0.0 0.0 0.0
-0.1 0.0 0.0
0.0 0.0 0.0
0.1 0.0 -0.1
-0.1 0.2 0.0
-0.2 0.0 0.2
0.2 -0.2 -0.1
-0.3 0.2 -0.1
0.0 0.0 0.0
0.0 0.0 0.0
0.0 0.0 0.0
0.0 0.0 0.0
0.0 0.0 0.0
0.2 -0.1 -0.1
0.0 -0.1 0.1
-0.1 0.0 0.0
-0.2 -0.2 -0.2
0.7 1.0 -0.4
0.0 0.0 0.0
0.0 0.0 0.0
0.0 0.0 0.0

Kohn-Sham gap, Eh: 0.2953
Lowest unoccupied orbital energy, hartree: -0.19075
Electronic energy, eV: -93210.0046
Relative energy (zero: lowest compared OMol25 entry of this formula, charge and spin), eV: 0.771
Total charge: +2

Atom charges from the Löwdin analysis, given in e for atoms 1 to 8: 0.844 -0.007 -0.425 0.004 -0.090 0.008 -0.032 -0.046


# 2
Entry from the OMol25 dataset: a molecular structure, C44H43AsClF7N4O5Ru (ωB97M-V with the def2-TZVPD basis set).

Positions of all 106 atoms, in Å:
Ru -0.290 -0.071 0.082
C 5.947 1.553 4.469
C 5.594 0.157 3.956
N 4.647 0.212 2.868
C 3.323 0.148 3.181
C 2.324 0.161 2.252
C 0.940 0.023 2.821
O 0.774 0.067 4.029
O -0.025 -0.154 1.992
C 2.641 0.185 0.855
O 1.778 0.174 -0.107
C 4.033 0.228 0.534
C 4.450 0.210 -0.819
C 5.787 0.283 -1.137
F 6.136 0.249 -2.459
C 6.768 0.441 -0.175
C 6.356 0.462 1.184
C 5.030 0.300 1.543
N 8.172 0.586 -0.418
C 8.650 0.845 -1.764
C 10.107 1.351 -1.606
N 10.242 1.686 -0.171
C 10.331 0.446 0.630
C 9.072 -0.363 0.228
H 6.686 1.493 5.263
H 5.055 2.036 4.858
H 6.340 2.170 3.665
H 5.142 -0.423 4.763
H 6.490 -0.376 3.632
H 3.065 0.068 4.225
H 3.712 0.098 -1.594
H 7.116 0.593 1.936
H 8.019 1.608 -2.219
H 8.624 -0.045 -2.404
H 10.285 2.231 -2.222
H 10.838 0.587 -1.871
H 9.253 1.987 0.057
H 10.969 2.370 0.034
H 10.318 0.715 1.689
H 11.256 -0.084 0.405
H 8.595 -0.793 1.106
H 9.342 -1.189 -0.443
C -6.362 -3.369 -1.712
C -5.089 -3.117 -2.466
C -4.195 -4.164 -2.659
C -3.016 -3.975 -3.362
C -2.763 -2.755 -3.948
C -3.657 -1.690 -3.788
N -3.455 -0.501 -4.461
C -2.184 -0.230 -5.027
C -2.017 -0.294 -6.402
C -0.765 -0.063 -6.948
C 0.322 0.188 -6.127
C 0.156 0.256 -4.753
C -1.100 0.078 -4.198
C -1.370 0.292 -2.734
O -2.387 0.911 -2.418
O -0.511 -0.184 -1.924
C -4.802 -1.855 -2.980
C -5.673 -0.670 -2.678
H -6.499 -4.434 -1.551
H -7.221 -2.996 -2.268
H -6.343 -2.882 -0.738
H -4.420 -5.134 -2.243
H -2.299 -4.776 -3.459
H -1.864 -2.618 -4.529
H -3.855 0.310 -3.996
H -2.869 -0.517 -7.029
H -0.643 -0.087 -8.021
H 1.298 0.337 -6.563
H 0.995 0.455 -4.105
H -5.058 0.209 -2.475
H -6.280 -0.850 -1.796
H -6.340 -0.448 -3.512
C -0.002 4.738 -0.077
C -0.595 4.144 1.023
C -0.735 2.765 1.083
C -0.290 1.970 0.038
C 0.342 2.570 -1.043
C 0.480 3.947 -1.105
H 0.092 5.813 -0.133
H -0.954 4.751 1.841
H -1.177 2.316 1.963
H 0.745 1.960 -1.842
H 0.962 4.396 -1.962
Cl -2.552 -0.449 3.444
C -2.595 -1.687 2.262
C -2.673 -3.002 2.682
C -2.699 -4.020 1.742
C -2.686 -3.722 0.383
C -2.623 -2.414 -0.037
C -2.545 -1.345 0.886
C -2.432 0.021 0.440
H -2.679 -3.231 3.737
H -2.712 -5.048 2.068
H -2.706 -4.520 -0.343
H -2.610 -2.190 -1.095
H -2.740 0.764 1.174
H -2.847 0.228 -0.548
F 0.190 -2.336 0.037
As 1.562 -3.497 0.084
F 0.736 -4.400 -1.178
F 0.698 -4.406 1.309
F 2.404 -2.554 -1.120
F 2.312 -2.570 1.377
F 2.902 -4.647 0.137

Atomic forces in eV per Å
1.3 0.0 -0.2
0.0 -0.2 -0.1
0.3 0.3 0.3
-0.6 -0.2 -0.1
-0.3 0.1 -0.4
-0.2 0.0 0.3
2.1 0.4 1.4
-0.3 -0.1 -0.5
-1.6 -0.2 -1.8
1.1 0.1 0.6
-1.2 -0.1 -0.3
-0.7 0.0 -0.1
0.1 0.0 -0.1
0.1 0.1 0.1
0.0 -0.1 0.1
-0.2 -0.1 -0.1
0.0 -0.1 0.0
0.3 0.1 -0.2
-0.3 -0.2 -0.1
-0.2 0.1 -0.1
0.0 -0.2 -0.7
0.2 0.5 0.1
0.0 -0.6 0.4
0.0 -0.1 0.0
0.1 0.0 0.1
-0.1 0.1 0.1
0.1 0.1 -0.1
0.0 0.0 -0.1
-0.1 -0.1 0.0
0.0 0.0 0.1
-0.1 0.0 -0.1
0.1 0.1 0.2
0.1 -0.1 0.0
0.0 0.1 0.0
0.1 0.0 0.1
0.0 0.1 0.1
0.3 0.1 0.1
-0.2 -0.1 0.0
0.0 0.1 -0.1
0.0 0.1 0.0
0.0 0.0 0.0
0.0 0.0 0.0
0.1 0.0 0.0
0.2 -0.1 -0.1
0.1 -0.1 0.0
-0.3 -0.1 0.1
0.0 0.3 0.0
-0.1 -0.7 0.2
-0.6 0.7 -0.3
0.1 0.1 0.1
0.0 0.0 0.2
0.1 0.0 -0.1
0.0 0.0 -0.1
-0.1 0.0 0.1
-0.1 -0.1 -0.1
-1.7 0.9 -0.8
0.6 -0.1 0.0
1.3 -0.6 1.9
0.3 0.1 -0.1
0.1 -0.1 -0.1
0.0 -0.1 0.0
-0.1 0.0 0.1
-0.1 0.1 0.1
-0.1 -0.2 0.1
0.1 -0.1 0.0
0.1 0.0 -0.1
0.2 -0.3 -0.1
0.0 0.0 0.0
0.1 0.0 -0.1
0.1 0.0 0.0
0.1 0.0 0.1
-0.1 0.1 0.0
-0.1 0.0 0.0
-0.1 0.2 0.0
0.0 0.1 0.0
0.0 0.0 0.0
-0.2 -0.3 0.2
-0.2 -0.1 0.1
0.1 -0.3 -0.3
-0.1 -0.1 0.0
0.0 0.1 0.0
0.0 0.0 0.1
0.0 0.0 0.0
0.0 0.1 0.0
0.0 0.0 0.0
-0.2 0.1 0.3
0.2 -0.2 0.3
0.1 0.3 0.1
0.1 0.1 -0.1
0.0 0.1 -0.2
0.0 -0.3 -0.2
0.1 0.3 -0.1
-0.9 0.0 0.1
0.0 0.1 0.0
0.0 -0.1 0.0
0.0 0.0 -0.1
0.0 0.0 -0.1
0.4 0.0 -0.1
0.4 0.0 0.0
0.1 0.1 0.1
1.0 -1.2 0.1
0.4 0.5 0.7
0.1 0.4 -0.6
-0.5 -0.2 0.5
-0.5 -0.2 -0.7
-0.9 0.6 -0.1

Kohn-Sham gap (spin up / spin down), Eh: 0.1274 / 0.1833
Lowest unoccupied orbital energy (spin up / spin down), hartree: -0.03983 / -0.07984
Electronic energy, eV: -157489.7045
Spin multiplicity: 5
Relative energy (zero: lowest compared OMol25 entry of this formula, charge and spin), eV: 2.862

Atom charges from the Löwdin analysis, given in e for atoms 1 to 8: 1.622 -0.067 -0.202 -0.036 0.017 -0.050 -0.551 0.064


Q: Among the records above, which one has the lowest relative energy (zero: lowest compared OMol25 entry of this formula, charge and spin)?
A: C44H42NO3P2Sc


Q: Which of these has the highest relative energy (zero: lowest compared OMol25 entry of this formula, charge and spin)?
A: C44H43AsClF7N4O5Ru


Q: The lowest relative energy (zero: lowest compared OMol25 entry of this formula, charge and spin) belongs to which entry?
A: C44H42NO3P2Sc


Q: Which of these has the lowest relative energy (zero: lowest compared OMol25 entry of this formula, charge and spin)?
A: C44H42NO3P2Sc